This record from the OMol25 dataset describes a molecular structure, C51H42BiN5O6S4Sb. The level of theory is ωB97M-V/def2-TZVPD.

Values from the calculation:
Relative energy (zero: lowest compared OMol25 entry of this formula, charge and spin) (kcal per mole): 0.0
Max |F| (eV Å⁻¹): 0.460
Charge: -2
⟨S²⟩: 0.8233
2S+1: 2

Geometry (Å):
Bi  0.23219  0.22879  -0.04551
C  9.61671  3.30518  -1.18778
O  8.43717  3.82477  -0.62446
C  7.34514  2.98581  -0.56299
C  6.16150  3.55691  -0.10091
C  5.01457  2.79347  -0.00161
C  5.01991  1.44102  -0.36347
C  6.20735  0.88694  -0.81085
C  7.37362  1.64566  -0.91940
C  3.76261  0.65366  -0.25046
C  3.13019  0.24697  -1.40355
C  3.63946  0.45769  -2.74762
C  2.73914  -0.04755  -3.60914
C  1.63450  -0.58452  -2.83009
N  1.91308  -0.39569  -1.48885
C  0.50244  -1.14699  -3.36038
C  -0.60568  -1.67033  -2.61134
C  -1.71156  -2.34969  -3.15688
C  -2.56338  -2.63652  -2.10038
C  -1.95096  -2.13550  -0.93192
C  -2.50216  -2.17996  0.39049
C  -3.90874  -2.65145  0.51091
C  -4.27687  -3.96898  0.22950
C  -5.59051  -4.38928  0.33419
C  -6.57838  -3.49454  0.73258
O  -7.85421  -4.00051  0.81920
C  -8.89165  -3.07272  1.03699
C  -6.23791  -2.18245  1.02834
C  -4.91094  -1.77562  0.90934
C  -1.85911  -1.78900  1.54568
N  -0.60192  -1.24383  1.63550
C  -0.35392  -1.00016  2.96205
C  0.79164  -0.42834  3.48876
C  0.83235  -0.14575  4.95151
C  0.76751  1.16997  5.39427
C  0.79885  1.47409  6.75085
C  0.89559  0.44970  7.68371
O  0.93856  0.64692  9.04597
C  0.70398  1.95844  9.50619
C  0.96908  -0.87122  7.25636
C  0.94093  -1.15890  5.90190
C  1.92944  -0.03992  2.74539
C  3.15632  0.40059  3.30644
C  3.99187  0.70331  2.26163
C  3.27121  0.44584  1.06742
N  2.03376  -0.03576  1.37824
C  -1.49851  -1.42636  3.74433
C  -2.41178  -1.91550  2.88391
N  -0.75058  -1.56741  -1.26022
C  0.35846  -1.18495  -4.84281
C  -0.54180  -0.33481  -5.47188
C  -0.70187  -0.33596  -6.85432
C  0.05185  -1.20812  -7.62923
O  -0.02657  -1.28995  -9.00098
C  -0.88649  -0.38052  -9.64638
C  0.95349  -2.07125  -7.01780
C  1.09785  -2.05746  -5.64040
H  10.32914  4.12758  -1.22039
H  9.44966  2.93312  -2.20342
H  10.03492  2.49518  -0.58099
H  6.15814  4.60472  0.16942
H  4.08817  3.23493  0.35069
H  6.22802  -0.16198  -1.08249
H  8.27978  1.17470  -1.27078
H  4.56971  0.94942  -2.98181
H  2.79258  -0.05308  -4.68572
H  -1.85143  -2.59556  -4.19806
H  -3.51475  -3.14205  -2.15368
H  -3.51127  -4.67075  -0.07661
H  -5.87138  -5.41173  0.11586
H  -9.82427  -3.62422  0.93655
H  -8.86748  -2.26524  0.29954
H  -8.84098  -2.63607  2.03908
H  -6.98085  -1.46727  1.35134
H  -4.64325  -0.74902  1.13276
H  0.69213  1.96887  4.66390
H  0.74300  2.50969  7.05214
H  0.66188  1.89903  10.59222
H  -0.24286  2.35391  9.12829
H  1.50927  2.63986  9.21617
H  1.04941  -1.65615  7.99767
H  1.00038  -2.18846  5.56865
H  3.36412  0.47887  4.36071
H  5.00355  1.07076  2.31211
H  -1.57708  -1.34976  4.81688
H  -3.37564  -2.33678  3.12037
H  -1.11981  0.34937  -4.86183
H  -1.40555  0.35002  -7.30250
H  -0.78799  -0.56986  -10.71319
H  -0.60651  0.65596  -9.43751
H  -1.92901  -0.53051  -9.35047
H  1.53052  -2.74563  -7.63752
H  1.79927  -2.73183  -5.16445
S  -1.65208  5.51748  0.67141
Sb  -0.06689  3.90178  0.81159
S  1.45495  3.84518  2.50839
S  0.83681  3.07466  -1.13583
C  -4.40781  0.32045  -1.98901
S  -3.24084  0.96882  -0.78185
C  -3.93603  2.62182  -0.67421
O  -1.95580  1.13233  -1.51995
H  -4.43588  0.98814  -2.84998
H  -5.39155  0.22285  -1.52948
H  -4.02852  -0.65977  -2.27666
H  -3.73284  3.12002  -1.62364
H  -3.40887  3.15617  0.11784
H  -5.00476  2.56597  -0.47018
O  -2.27848  1.94818  3.53797
C  -1.77476  2.08122  2.48726
N  -1.30699  2.17643  1.38336

This record from the OMol25 dataset describes 15 unconnected molecules or ions with the total composition C62H149N11O22 at a distorted geometry. The level of theory is ωB97M-V/def2-TZVPD.

Values from the calculation:
E (eV): -128130.53053
Max |F| (eV Å⁻¹): 8.022

Geometry (Å):
C  -0.91625  0.85711  -0.25541
C  0.42632  0.21835  -0.60267
C  0.56828  -1.11056  0.17872
C  1.75313  -1.95809  -0.25690
C  1.52568  -2.23852  -1.70533
C  1.26300  -1.09330  -2.68111
N  0.44866  -0.00162  -2.05621
O  -0.06239  1.00587  -2.82573
C  2.50003  -0.57887  -3.29214
C  0.35769  -1.70508  -3.77420
C  1.60204  1.17104  -0.16707
H  -0.87743  1.83120  -0.74299
H  -1.10326  1.05571  0.79991
H  -1.75609  0.28291  -0.64665
H  0.66650  -1.05192  1.26270
H  -0.36486  -1.61738  -0.06724
H  1.75236  -2.83583  0.38937
H  2.68543  -1.39422  -0.22560
H  0.60807  -2.82680  -1.70727
H  2.13030  -3.06817  -2.07167
H  3.24047  0.02520  -2.76779
H  2.89433  -1.43543  -3.83886
H  2.33927  0.10895  -4.12230
H  0.07532  -0.89559  -4.44732
H  0.78104  -2.51382  -4.36986
H  -0.65774  -2.00678  -3.51731
H  2.55445  0.70230  -0.41465
H  1.80698  1.11898  0.90222
H  1.49640  2.08288  -0.75484
H  0.72791  1.53930  -2.93742
C  1.53438  -4.12220  3.76856
C  3.01966  -4.67160  3.71408
C  2.92473  -6.04210  2.99455
C  4.31687  -6.69891  2.69140
C  5.26437  -5.66960  1.95565
C  5.27630  -4.17016  2.49116
N  3.89478  -3.75607  2.96679
O  3.82305  -2.46453  3.56851
C  6.34858  -4.05846  3.54677
C  5.49109  -3.17492  1.30166
C  3.36383  -5.03675  5.12903
H  1.58619  -3.08188  4.08969
H  0.80383  -4.61905  4.40695
H  1.04656  -4.11243  2.79385
H  2.19551  -6.73480  3.41466
H  2.48927  -5.66081  2.07092
H  4.09306  -7.58347  2.09511
H  4.76711  -7.07495  3.61008
H  4.94977  -5.55495  0.91836
H  6.23846  -6.15870  1.95062
H  6.59132  -3.05795  3.90475
H  6.04032  -4.59055  4.44674
H  7.26912  -4.52108  3.19088
H  6.50421  -3.46845  1.02685
H  4.84633  -3.18086  0.42283
H  5.51184  -2.11294  1.54637
H  4.39834  -5.33959  5.29074
H  2.83449  -5.93817  5.43783
H  3.33933  -4.14156  5.75042
H  2.87263  -2.34471  3.50576
C  0.63547  3.86642  5.07786
C  -0.30903  4.48772  3.93224
C  -1.59002  4.87763  4.62963
C  -1.39554  6.08264  5.55902
C  -0.94182  7.16572  4.53042
C  0.39053  6.95942  3.70976
N  0.16753  5.62496  3.11243
O  1.18836  5.22643  2.22089
C  0.44731  7.97947  2.54813
C  1.53195  7.07742  4.66662
C  -0.70749  3.30673  3.07271
H  1.02177  4.62547  5.75809
H  1.50664  3.38531  4.63326
H  0.05628  3.11895  5.62002
H  -2.33155  5.13690  3.87399
H  -1.97531  4.00709  5.16051
H  -0.63445  5.94055  6.32627
H  -2.34470  6.38251  6.00317
H  -0.83680  8.01839  5.20126
H  -1.76280  7.35765  3.83959
H  0.79310  8.99705  2.72997
H  1.06670  7.67239  1.70542
H  -0.49315  8.06320  2.00350
H  2.02646  8.04820  4.63273
H  1.55780  6.66350  5.67463
H  2.39668  6.59659  4.20932
H  -1.40543  3.73465  2.35309
H  -1.12545  2.44566  3.59420
H  0.22720  3.03057  2.58465
H  0.84574  5.49694  1.36589
C  -3.01701  0.73703  6.07213
C  -3.71751  -0.09447  5.11930
C  -3.38335  0.46211  3.66289
C  -3.88815  -0.40062  2.54389
C  -3.52822  -1.87586  2.68658
C  -3.67413  -2.51427  4.10494
N  -3.17626  -1.53786  5.13857
O  -3.29153  -2.03727  6.34162
C  -5.13456  -2.83259  4.20810
C  -2.82272  -3.76416  4.08408
C  -5.27774  0.12262  5.30529
H  -3.20679  1.80433  5.95834
H  -1.93822  0.67843  5.92758
H  -3.13307  0.51452  7.13285
H  -3.85495  1.44072  3.57339
H  -2.29420  0.46075  3.61967
H  -3.54399  -0.05937  1.56758
H  -4.97006  -0.33865  2.42658
H  -2.48676  -1.93891  2.37117
H  -4.17631  -2.36349  1.95835
H  -5.47183  -3.28475  5.14078
H  -5.93310  -2.11228  4.03036
H  -5.23602  -3.68253  3.53327
H  -2.96196  -4.46552  3.26140
H  -1.75401  -3.58535  4.20244
H  -3.07254  -4.26019  5.02197
H  -5.51557  1.06248  5.80348
H  -5.56599  -0.64628  6.02210
H  -5.92742  -0.12739  4.46654
H  -4.23690  -2.15589  6.45910
C  -7.55591  -1.49066  -2.19029
C  -6.62650  -1.48291  -0.97572
C  -7.14503  -2.70939  -0.14522
C  -6.71128  -4.11582  -0.49834
C  -5.21737  -4.03024  -0.26201
C  -4.45481  -3.09393  -1.27392
N  -5.19677  -1.76473  -1.18867
O  -4.49703  -0.60817  -1.76130
C  -2.93281  -3.05487  -0.80486
C  -4.42343  -3.78857  -2.66368
C  -6.79950  -0.16443  -0.19222
H  -7.40552  -0.84064  -3.05224
H  -8.54083  -1.10527  -1.92661
H  -7.70683  -2.48598  -2.60821
H  -6.99026  -2.42694  0.89610
H  -8.22807  -2.79881  -0.22954
H  -6.76265  -4.33160  -1.56554
H  -7.11383  -4.86752  0.18064
H  -5.00128  -5.07716  -0.47500
H  -4.95269  -3.92391  0.79001
H  -2.93911  -3.11178  0.28364
H  -2.41756  -3.96338  -1.11669
H  -2.38399  -2.17514  -1.14098
H  -4.35876  -4.87580  -2.62096
H  -5.26195  -3.60215  -3.33468
H  -3.56446  -3.38568  -3.20029
H  -6.16324  -0.08987  0.68967
H  -7.83011  0.05728  0.08489
H  -6.52789  0.62540  -0.89258
H  -4.07425  -0.25167  -0.97659
C  -2.31588  -4.12403  -7.90510
C  -2.26399  -3.12450  -6.83390
O  -0.98267  -2.49316  -6.71909
O  -2.47731  -3.60603  -9.20509
H  -3.18810  -4.62252  -7.48224
H  -1.46998  -4.81065  -7.87177
H  -2.49093  -3.60353  -5.88147
H  -3.07803  -2.41482  -6.98155
H  -1.13282  -1.54676  -6.77715
H  -3.32339  -3.87607  -9.56954
C  1.63491  4.70621  -2.93450
C  1.14264  5.24264  -1.55365
O  0.68940  6.60635  -1.66263
O  0.67549  4.56627  -3.94021
H  2.07760  3.71835  -2.80696
H  2.39860  5.41795  -3.24806
H  1.97038  5.10201  -0.85854
H  0.30439  4.64815  -1.19030
H  1.35869  7.10708  -1.19050
H  0.15110  5.36873  -3.88849
C  5.01016  0.66112  2.44167
C  6.30939  0.68415  1.55698
O  6.79223  1.97750  1.17078
O  4.12730  1.52538  1.81993
H  5.13522  0.92970  3.49064
H  4.43719  -0.26328  2.51436
H  6.01848  0.23505  0.60736
H  7.06109  -0.00357  1.94440
H  6.05126  2.32676  0.67020
H  3.36763  1.45307  2.40242
C  6.21324  2.50090  -5.63154
C  5.52308  2.87765  -4.33120
O  5.33469  1.60553  -3.55857
O  5.51077  1.53812  -6.41378
H  7.26309  2.23674  -5.50452
H  6.07367  3.44672  -6.15504
H  4.50978  3.22276  -4.53671
H  6.06815  3.65523  -3.79608
H  6.15077  1.10003  -3.56714
H  6.10288  1.15614  -7.06577
C  0.95056  0.82418  -7.23627
C  0.58030  1.51696  -8.56431
O  -0.53914  2.44402  -8.34372
O  -0.19343  0.19594  -6.74063
H  1.46722  1.50094  -6.55571
H  1.76568  0.21685  -7.62975
H  0.42736  0.83951  -9.40442
H  1.39842  2.10391  -8.98175
H  -0.17642  3.21116  -7.89482
H  -0.71929  0.99663  -6.67763
C  6.47973  -2.30022  -6.39517
C  5.07023  -2.39161  -5.93084
O  4.16345  -2.36260  -7.00483
O  7.29173  -2.75582  -5.28284
H  6.83753  -1.30790  -6.66972
H  6.46633  -2.93727  -7.27953
H  4.78924  -1.54209  -5.30839
H  4.83805  -3.29606  -5.36855
H  3.28405  -2.16575  -6.67388
H  8.16972  -2.92601  -5.63180
C  -3.34482  3.81325  0.45892
C  -4.18596  2.57766  0.65281
O  -5.46573  2.89367  1.04460
O  -3.84106  4.55290  -0.65222
H  -2.28185  3.58916  0.54824
H  -3.45347  4.55502  1.25016
H  -3.76767  2.17186  1.57393
H  -4.04171  1.70281  0.01883
H  -5.88016  3.26647  0.26302
H  -3.67988  5.49797  -0.70172
C  -3.75858  0.20686  -5.10192
O  -3.24523  1.19825  -5.67408
N  -3.22943  -0.69415  -4.27782
N  -5.03371  -0.02051  -5.10354
H  -2.28189  -0.57755  -3.94818
H  -3.76701  -1.03241  -3.49252
H  -5.76857  0.50521  -5.55486
H  -5.40127  -0.85999  -4.67897
C  4.67462  3.80090  -0.74777
O  4.40596  4.61894  -1.62567
N  4.92982  3.94081  0.54920
N  4.53518  2.55714  -0.86857
H  4.88694  3.17766  1.20939
H  4.70336  4.86048  0.89996
H  4.51392  2.15867  -1.79639
H  4.47447  1.96248  -0.05445
C  0.86492  -0.32841  4.42950
O  1.11655  0.20711  3.41963
N  -0.26075  -0.96849  4.57389
N  1.69248  -0.67451  5.36331
H  -0.39426  -1.38612  5.48376
H  -0.96064  -0.77251  3.87257
H  1.34820  -1.23198  6.13194
H  2.67329  -0.43347  5.36354

- Number 1 is which compound?
  C51H42BiN5O6S4Sb